Below is a cluster of 12 separate species, C42H96F10N12O24S10 in total, with properties calculated with ωB97M-V/def2-TZVPD.

The geometry in XYZ format:
```
194
Properties=species:S:1:pos:R:3:lowdin_spin:R:1
C 13.9663 -25.8956 -8.5391 0.000
C 12.9721 -25.1182 -7.6804 0.000
O 12.8302 -25.3471 -6.5125 0.000
N 12.1741 -24.1046 -8.4352 0.000
H 12.7156 -23.2794 -8.6495 0.000
H 11.7895 -24.5238 -9.2697 0.000
C 10.9480 -23.5949 -7.6548 0.000
H 14.7675 -25.1673 -8.6646 0.000
H 13.7639 -26.1298 -9.5843 0.000
H 14.3482 -26.7854 -8.0387 0.000
H 11.2536 -23.1651 -6.7009 0.000
H 10.2744 -24.4458 -7.5525 0.000
H 10.6462 -22.8828 -8.4228 0.000
C 5.6993 -30.8046 -4.2852 0.000
C 6.1533 -29.4501 -4.8292 0.000
O 6.8690 -29.2818 -5.8676 0.000
N 5.5344 -28.2231 -4.1565 0.000
H 4.8628 -27.7079 -4.7076 0.000
H 4.9835 -28.4873 -3.3522 0.000
C 6.6304 -27.3209 -3.5798 0.000
H 5.9276 -30.9175 -3.2254 0.000
H 6.2586 -31.5701 -4.8230 0.000
H 4.6165 -30.9292 -4.2816 0.000
H 7.1662 -27.8570 -2.7964 0.000
H 6.1133 -26.4726 -3.1313 0.000
H 7.3543 -26.9455 -4.3030 0.000
C 11.1491 -21.2737 -2.3274 0.001
C 10.6615 -22.1161 -3.4910 0.000
O 11.0626 -21.8149 -4.6657 0.000
N 9.8417 -23.3744 -3.2856 0.000
H 10.4624 -24.1543 -3.1224 0.000
H 9.2205 -23.2934 -2.4934 0.000
C 8.9556 -23.7662 -4.5144 0.000
H 11.6179 -22.0145 -1.6797 0.000
H 10.2995 -20.9142 -1.7469 0.000
H 11.8647 -20.5166 -2.6482 0.000
H 8.1938 -24.4615 -4.1618 0.000
H 9.6194 -24.4616 -5.0282 0.000
H 8.5392 -22.9264 -5.0707 0.000
C 14.1266 -17.7690 -4.3381 0.036
C 15.5741 -17.4306 -3.8719 0.057
C 16.5282 -18.4318 -4.6706 0.006
C 16.7204 -18.1367 -6.1660 0.001
C 17.2818 -16.8031 -6.3357 0.001
C 16.3852 -15.6960 -5.6182 0.058
N 15.9607 -16.0193 -4.2350 0.619
O 15.3645 -14.9717 -3.4201 1.109
C 15.0546 -15.2412 -6.3356 0.051
C 17.3163 -14.4037 -5.6010 0.022
C 15.5655 -17.7024 -2.3196 0.013
H 13.3423 -17.0663 -4.0566 0.001
H 13.6429 -18.6462 -3.9084 0.004
H 13.8550 -17.8519 -5.3904 0.001
H 16.1206 -19.4425 -4.6510 0.001
H 17.4990 -18.3882 -4.1768 0.000
H 15.7945 -18.2041 -6.7373 0.000
H 17.3751 -18.8571 -6.6564 0.000
H 17.4832 -16.6026 -7.3880 0.001
H 18.2447 -16.8219 -5.8254 0.000
H 14.6667 -14.3032 -5.9384 0.003
H 14.1955 -15.9120 -6.3441 0.000
H 15.3773 -15.1418 -7.3720 0.007
H 16.9443 -13.5854 -4.9846 0.004
H 17.4918 -14.1298 -6.6414 0.000
H 18.3199 -14.4701 -5.1810 0.000
H 16.6092 -17.7173 -2.0058 0.000
H 15.3177 -18.7584 -2.2127 0.000
H 14.8778 -17.1273 -1.6995 0.003
C 16.0744 -29.1985 -3.2423 0.000
C 16.0449 -27.7247 -2.9297 0.000
C 16.1212 -26.9110 -4.3042 0.000
N 16.0116 -25.3401 -4.1052 0.000
C 17.1013 -24.9041 -3.1211 0.000
C 14.6426 -25.0951 -3.3685 0.000
C 13.9687 -23.8181 -3.8420 0.000
C 14.7420 -23.3724 -5.0949 0.000
C 15.7327 -24.4576 -5.4127 0.000
H 17.0946 -29.5067 -3.4712 0.000
H 15.3568 -29.6144 -3.9495 0.000
H 15.7562 -29.6224 -2.2898 0.000
H 16.9004 -27.4910 -2.2960 0.000
H 15.1384 -27.6540 -2.3285 0.000
H 15.3597 -27.1421 -5.0490 0.000
H 17.0929 -26.8494 -4.7942 0.000
H 16.8345 -23.8553 -2.9906 0.000
H 18.0528 -24.9453 -3.6512 0.000
H 17.0291 -25.4113 -2.1590 0.000
H 14.8626 -25.1669 -2.3034 0.000
H 14.0547 -25.9682 -3.6518 0.000
H 13.9622 -22.9998 -3.1220 0.000
H 12.9447 -23.9164 -4.2025 0.000
H 15.3579 -22.4985 -4.8825 0.000
H 14.0253 -23.0505 -5.8505 0.000
H 16.7077 -24.2902 -5.8705 0.000
H 15.1917 -25.1129 -6.0953 0.000
C 9.8368 -17.9216 -5.7097 0.000
C 8.3417 -18.0206 -5.6652 0.000
C 7.8656 -19.4121 -5.2162 0.000
N 6.3422 -19.5701 -4.7867 0.000
C 5.5046 -18.8884 -5.8077 0.000
C 5.9678 -21.0786 -4.5592 0.000
C 6.4112 -21.3501 -3.1096 0.000
C 5.9783 -20.0585 -2.4392 0.000
C 6.1922 -19.0312 -3.3753 0.000
H 10.2565 -18.3060 -6.6393 0.000
H 10.2220 -18.3878 -4.8028 0.000
H 10.2618 -16.9284 -5.5645 0.000
H 7.9400 -17.8481 -6.6637 0.000
H 7.9687 -17.2849 -4.9527 0.000
H 8.4809 -19.8133 -4.4109 0.000
H 7.7967 -20.1990 -5.9673 0.000
H 4.4796 -19.0074 -5.4566 0.000
H 5.6031 -19.3122 -6.8070 0.000
H 5.7291 -17.8222 -5.7787 0.000
H 4.8886 -21.1619 -4.6876 0.000
H 6.3890 -21.7256 -5.3287 0.000
H 5.8555 -22.2305 -2.7868 0.000
H 7.4621 -21.6198 -3.0056 0.000
H 4.9031 -20.0946 -2.2636 0.000
H 6.3116 -19.8921 -1.4149 0.000
H 5.2961 -18.4171 -3.4644 0.000
H 6.9292 -18.2637 -3.1393 0.000
C 8.0487 -26.5354 -7.3897 0.000
C 9.3566 -27.2312 -7.8482 0.000
C 9.3073 -28.8060 -7.7343 0.000
N 10.7579 -29.3686 -8.0835 0.000
C 11.3202 -28.8404 -9.4454 0.000
C 10.6490 -30.9748 -8.1167 0.000
C 12.1094 -31.4780 -7.7283 0.000
C 12.8879 -30.3155 -7.1130 0.000
C 11.8950 -29.1339 -6.9999 0.000
H 7.7696 -26.4819 -6.3374 0.000
H 7.1765 -26.9225 -7.9166 0.000
H 8.0944 -25.5072 -7.7487 0.000
H 10.1538 -26.8606 -7.2037 0.000
H 9.5546 -26.8519 -8.8507 0.000
H 8.5838 -29.2143 -8.4400 0.000
H 9.1756 -29.0416 -6.6782 0.000
H 11.7127 -27.8356 -9.2895 0.000
H 10.5035 -28.7007 -10.1537 0.000
H 12.0453 -29.4973 -9.9258 0.000
H 10.4894 -31.3107 -9.1413 0.000
H 9.9115 -31.3927 -7.4314 0.000
H 12.6991 -31.7084 -8.6157 0.000
H 11.9902 -32.4118 -7.1788 0.000
H 13.6741 -30.0083 -7.8027 0.000
H 13.4653 -30.6576 -6.2541 0.000
H 12.3850 -28.1660 -7.1060 0.000
H 11.4457 -29.1990 -6.0090 0.000
N 8.2569 -23.2117 -1.2234 0.000
S 7.8059 -22.3758 0.2439 0.000
O 8.1707 -22.8233 1.5565 0.000
O 6.4423 -21.8051 0.0856 0.000
F 8.8594 -21.1235 0.0570 0.000
S 7.6249 -24.4857 -0.6520 0.000
O 6.1825 -24.7199 -0.6967 0.000
O 8.3038 -25.1980 0.4235 0.000
F 8.2171 -25.5202 -1.7986 0.000
N 11.0830 -25.8749 -2.7888 0.000
S 11.4522 -26.3164 -1.4372 0.000
O 12.8915 -26.4112 -1.2559 0.000
O 10.5128 -27.1092 -0.6603 0.000
F 11.3378 -24.8453 -0.6595 0.000
S 10.9795 -27.4174 -3.5065 0.000
O 9.8316 -28.2821 -3.3112 0.000
O 12.2552 -28.0606 -3.9357 0.000
F 10.5494 -26.6566 -4.8153 0.000
N 4.1950 -26.3486 -5.6820 0.000
S 3.1760 -26.3490 -6.7666 0.000
O 3.6834 -26.4089 -8.1469 0.000
O 1.8417 -25.8446 -6.4034 0.000
F 2.8392 -27.9620 -6.5744 0.000
S 4.3637 -24.7542 -5.9930 0.000
O 3.3948 -23.8556 -5.3488 0.000
O 5.0868 -24.2591 -7.1308 0.000
F 5.5275 -24.4514 -4.9464 0.000
N 10.3597 -16.1780 -0.8527 0.000
S 10.1270 -16.5548 -2.2325 0.000
O 9.4264 -17.7852 -2.6027 0.000
O 10.9742 -15.9363 -3.3016 0.000
F 8.8123 -15.5913 -2.2757 0.000
S 11.9327 -16.9734 -0.6284 0.000
O 12.9586 -15.9955 -0.2062 0.000
O 12.3813 -18.1003 -1.4828 0.000
F 11.6518 -17.7498 0.7649 0.000
N 13.8948 -22.0371 0.8302 -0.425
S 14.4628 -20.9376 0.0620 0.014
O 14.0321 -20.9123 -1.3175 -0.285
O 15.7787 -20.3489 0.3276 -0.218
F 13.6936 -19.7566 0.7764 -0.005
S 15.3574 -22.9112 0.8370 0.010
O 16.1285 -22.8759 2.0831 -0.074
O 16.0548 -23.1816 -0.3855 -0.016
F 14.4158 -24.2108 1.0758 -0.003
```

* HOMO level (alpha / beta): -14.30 / -14.30 eV
* Kohn-Sham gap (alpha / beta): 3.2757 / 4.6969 eV
* multiplicity: 2
* <S²>: 1.769
* total charge: +3
* F_max: 14.54 eV Å⁻¹